Below is the molecule C5H4O2, with properties calculated with ωB97M-V/def2-TZVPD.

Positions of all 11 atoms, in Å:
C (-1.93, 0.23, 0.47)
C (0.44, 0.35, -1.10)
C (0.86, 0.95, 0.24)
C (-0.49, 0.29, 0.13)
C (0.81, -0.52, 0.06)
O (-2.56, -0.81, 0.28)
O (1.21, -1.82, 0.28)
H (-2.42, 0.99, 1.07)
H (0.59, 0.34, -2.09)
H (1.32, 1.92, 0.69)
H (2.19, -1.92, -0.03)

Output
F_max in eV Å⁻¹: 5.47
Frontier orbital gap in eV: 9.5
SMILES string: O=C[C@]12[C@@H]3[C@H]1[C@@]32O
Calculated total energy in eV: -9338.153

***

Below is a structure of composition C37H32AgBrFN7O5, with properties calculated with ωB97M-V/def2-TZVPD.

Positions of all 84 atoms, in Å:
Ag (2.32, 0.55, -0.95)
O (2.75, -3.92, -6.65)
C (2.22, -2.82, -6.72)
O (1.66, -2.23, -7.64)
C (2.25, -2.00, -5.36)
C (1.76, -0.71, -5.28)
C (1.66, -0.11, -4.02)
N (2.16, -0.68, -2.93)
C (2.75, -1.88, -3.02)
C (2.73, -2.61, -4.21)
C (3.43, -2.38, -1.82)
C (4.41, -3.37, -1.91)
C (5.04, -3.80, -0.75)
C (4.69, -3.21, 0.45)
C (3.74, -2.21, 0.45)
N (3.12, -1.80, -0.65)
C (1.02, 1.20, -3.84)
C (0.06, 1.66, -4.75)
C (-0.51, 2.90, -4.55)
C (-0.12, 3.65, -3.45)
C (0.82, 3.10, -2.58)
N (1.37, 1.92, -2.77)
H (1.48, -0.21, -6.19)
H (3.10, -3.62, -4.28)
H (4.68, -3.78, -2.86)
H (5.79, -4.57, -0.80)
H (5.15, -3.52, 1.38)
H (3.47, -1.69, 1.36)
H (-0.24, 1.03, -5.57)
H (-1.25, 3.28, -5.23)
H (-0.54, 4.63, -3.26)
H (1.13, 3.64, -1.70)
C (-1.91, 2.13, 5.41)
C (-1.44, 0.69, 5.18)
N (-0.96, 0.51, 3.83)
C (0.39, 0.62, 3.61)
C (0.97, 0.78, 2.41)
C (2.52, 0.76, 2.37)
O (3.07, 0.71, 3.47)
O (3.07, 0.75, 1.25)
C (0.14, 0.89, 1.23)
O (0.50, 1.30, 0.12)
C (-1.27, 0.54, 1.46)
C (-2.13, 0.45, 0.36)
C (-3.48, 0.27, 0.54)
F (-4.28, 0.26, -0.57)
C (-4.04, 0.10, 1.80)
C (-3.17, 0.14, 2.90)
C (-1.80, 0.40, 2.76)
N (-5.42, -0.15, 2.05)
C (-6.10, 0.66, 3.04)
C (-7.06, -0.28, 3.80)
N (-7.33, -1.44, 2.91)
C (-7.63, -0.96, 1.54)
C (-6.31, -0.45, 0.94)
H (-2.29, 2.24, 6.43)
H (-2.70, 2.39, 4.71)
H (-1.09, 2.81, 5.26)
H (-2.25, -0.02, 5.40)
H (-0.61, 0.47, 5.86)
H (1.02, 0.56, 4.48)
H (-1.71, 0.55, -0.62)
H (-3.58, -0.04, 3.88)
H (-6.66, 1.48, 2.57)
H (-5.38, 1.11, 3.72)
H (-8.00, 0.22, 4.03)
H (-6.62, -0.65, 4.72)
H (-8.06, -2.04, 3.29)
H (-6.44, -1.95, 2.83)
H (-8.38, -0.18, 1.60)
H (-8.03, -1.78, 0.93)
H (-6.51, 0.42, 0.30)
H (-5.85, -1.22, 0.32)
Br (3.83, 3.32, -0.27)
C (4.94, 1.88, -0.76)
C (6.15, 1.70, -0.12)
C (6.97, 0.69, -0.60)
C (6.55, -0.07, -1.68)
C (5.31, 0.20, -2.23)
N (4.50, 1.15, -1.77)
H (6.44, 2.32, 0.71)
H (7.93, 0.50, -0.14)
H (7.17, -0.85, -2.09)
H (4.94, -0.35, -3.08)

Output
F_max in eV Å⁻¹: 1.61
Frontier orbital gap in eV: 4.6
Calculated total energy in eV: -136314.117

***

Below is a cluster of 2 separate species, C9H14 in total, with properties calculated with ωB97M-V/def2-TZVPD.

Positions of all 23 atoms, in Å:
C (-1.35, 2.24, -0.81)
C (-2.46, 3.06, -1.54)
H (-0.39, 2.55, -1.22)
H (-1.34, 2.53, 0.24)
H (-1.47, 1.18, -0.99)
H (-3.25, 2.38, -1.86)
H (-2.92, 3.71, -0.79)
H (-2.12, 3.67, -2.36)
C (1.17, -0.12, 2.40)
C (0.97, -0.45, -0.11)
C (1.15, -1.02, 1.17)
C (0.80, -1.28, -1.22)
C (1.16, -2.40, 1.31)
C (0.85, -2.67, -1.03)
C (1.05, -3.24, 0.20)
H (0.86, 0.62, -0.11)
H (0.56, -0.74, -2.12)
H (1.25, 0.92, 2.11)
H (2.03, -0.44, 2.99)
H (1.33, -2.78, 2.31)
H (0.73, -3.16, -1.99)
H (1.12, -4.30, 0.40)
H (0.28, -0.28, 3.01)

Output
F_max in eV Å⁻¹: 2.16
Frontier orbital gap in eV: 10.0
SMILES string: Cc1ccccc1.CC
Calculated total energy in eV: -9559.639

***

Below is a structure of composition C5H8O, with properties calculated with ωB97M-V/def2-TZVPD.

Positions of all 14 atoms, in Å:
C (-0.68, 0.60, 1.29)
C (-0.96, 0.14, -0.11)
C (0.11, 0.06, -1.15)
C (1.48, -0.12, -0.52)
O (1.05, -1.39, 0.02)
C (-0.11, -1.41, -0.77)
H (0.07, -0.04, 1.76)
H (-1.59, 0.56, 1.90)
H (-0.30, 1.63, 1.30)
H (-1.93, 0.38, -0.54)
H (-0.05, 0.49, -2.13)
H (1.80, 0.58, 0.26)
H (2.29, -0.28, -1.24)
H (-1.16, -1.20, -0.06)

Output
F_max in eV Å⁻¹: 0.27
Frontier orbital gap in eV: 9.3
Calculated total energy in eV: -7357.594

***

Below is a cluster of 2 separate species, C6H4F2S in total, with properties calculated with ωB97M-V/def2-TZVPD.

Positions of all 13 atoms, in Å:
C (1.60, 0.42, -0.17)
C (0.58, 1.32, -0.28)
C (1.19, -0.88, 0.10)
C (-0.77, 1.03, -0.22)
C (-0.21, -1.32, 0.25)
C (-1.24, -0.30, -0.02)
F (-1.70, 2.05, -0.36)
F (-2.77, -0.15, 1.72)
S (-1.51, -1.54, -1.11)
H (2.62, 0.66, -0.30)
H (0.68, 2.40, -0.67)
H (1.84, -1.69, 0.10)
H (-0.32, -1.98, 0.97)

Output
F_max in eV Å⁻¹: 6.10
Frontier orbital gap (spin up / spin down) in eV: 7.3 / 7.4
Calculated total energy in eV: -22551.489

***

Below is a cluster of 4 separate species, C4H18NO3 in total, with properties calculated with ωB97M-V/def2-TZVPD.

Positions of all 26 atoms, in Å:
C (-2.25, -0.62, 0.14)
C (-1.17, -0.36, 1.14)
N (0.18, -0.63, 0.55)
C (0.59, -2.04, 0.79)
C (-1.24, 1.07, 1.70)
H (-2.36, 0.09, -0.68)
H (-3.21, -0.61, 0.61)
H (-2.22, -1.58, -0.38)
H (-1.34, -0.95, 2.02)
H (0.14, -0.48, -0.46)
H (0.95, -0.05, 0.91)
H (-0.26, -2.72, 0.74)
H (1.31, -2.42, 0.09)
H (0.94, -2.10, 1.79)
H (-1.70, 1.79, 1.03)
H (-0.30, 1.51, 2.06)
H (-1.84, 1.10, 2.61)
H (3.33, 0.22, 0.26)
H (3.61, -0.53, 1.61)
O (2.95, -0.32, 0.96)
H (-1.21, 1.99, -3.21)
H (-1.16, 3.30, -2.46)
O (-1.23, 2.35, -2.31)
H (1.83, -0.70, -2.33)
H (1.27, 0.68, -2.71)
O (1.38, 0.07, -1.98)

Output
F_max in eV Å⁻¹: 2.10
Frontier orbital gap in eV: 12.0
Calculated total energy in eV: -12066.893
Charge: +1

***

Below is the molecule C11H11NO2, with properties calculated with ωB97M-V/def2-TZVPD.

Positions of all 25 atoms, in Å:
C (-2.87, -0.72, 0.95)
C (-2.63, 0.71, 1.11)
C (-1.83, -1.48, 0.41)
C (-1.52, 1.23, 0.65)
C (-0.64, -0.92, -0.19)
C (-0.54, 0.60, -0.18)
C (3.67, -0.03, 0.85)
C (1.81, -1.24, -0.63)
C (2.43, -0.37, 0.52)
C (0.40, -1.73, -0.54)
C (0.44, 2.64, -1.24)
N (0.36, 1.25, -0.84)
O (4.77, 0.26, 1.17)
O (0.25, -3.11, -0.46)
H (-3.77, -1.32, 1.44)
H (-3.45, 1.30, 1.29)
H (-2.06, -2.51, 0.46)
H (-1.38, 2.31, 0.78)
H (2.38, -2.10, -0.87)
H (1.62, -0.63, -1.51)
H (1.65, 0.06, 1.30)
H (0.31, 3.53, -0.47)
H (1.46, 2.79, -1.62)
H (-0.18, 2.89, -2.06)
H (-0.69, -3.40, -0.30)

Output
F_max in eV Å⁻¹: 3.54
Frontier orbital gap (spin up / spin down) in eV: 7.2 / 7.2
SMILES string: C/N=C1\C=CC=C\C1=C(/O)CC=C=O
Calculated total energy in eV: -17165.876

***

Below is the molecule C6H12O, with properties calculated with ωB97M-V/def2-TZVPD.

Positions of all 19 atoms, in Å:
C (-2.47, 0.31, -0.20)
C (-1.65, -0.63, 0.27)
C (-0.57, -1.31, -0.53)
O (0.67, -1.43, 0.12)
C (1.33, -0.19, 0.38)
C (1.91, 0.45, -0.88)
C (0.44, 0.80, 1.13)
H (-2.37, 0.70, -1.22)
H (-0.53, 0.93, 0.64)
H (-3.19, 0.80, 0.44)
H (-1.68, -0.91, 1.32)
H (-0.91, -2.34, -0.70)
H (-0.47, -0.83, -1.51)
H (2.18, -0.49, 1.01)
H (2.51, -0.27, -1.44)
H (2.56, 1.28, -0.58)
H (1.14, 0.86, -1.54)
H (0.86, 1.80, 1.14)
H (0.24, 0.46, 2.15)

Output
F_max in eV Å⁻¹: 1.00
Frontier orbital gap in eV: 10.5
SMILES string: C=CCOC(C)C
Calculated total energy in eV: -8462.518

***

Among the records above, which one has the lowest F_max? C5H8O